Entry from the Open Molecules 2025 dataset: the molecule C6H10 (the ωB97M-V functional and the def2-TZVPD basis).

The geometry in ORCA input format:
```
! wB97M-V def2-TZVPD RIJCOSX def2/J DEFGRID3
* xyz 0 1
C 2.6669 0.2087 0.3768
C 1.6339 -0.6311 -0.4433
C 0.4495 -1.0187 0.3591
C -0.6915 -0.7853 0.6659
C -2.0591 -0.2531 0.6266
C -2.2122 0.6817 -0.5921
H 2.4936 1.2843 0.2816
H 2.6254 -0.0194 1.4497
H 3.7055 0.0201 0.0803
H 1.0761 -0.0668 -1.1867
H 2.1342 -1.4215 -1.0089
H -2.2779 0.3021 1.5430
H -2.7787 -1.0728 0.5570
H -2.0223 0.1551 -1.5341
H -3.2270 1.0892 -0.6310
H -1.5166 1.5276 -0.5441
*
```

Output
LUMO level: 1.0 eV
calculated total energy: -234.52841 Ha
gap between HOMO and LUMO: 10.2 eV
ΔE to the lowest compared entry with this formula, charge and spin: 194.5 kJ/mol
E_HOMO: -0.338 Ha
SMILES: CCC#CCC